Below is a 18-piece molecular cluster, C20H43Cl34FIOPSi overall at a distorted geometry, with properties calculated with ωB97M-V/def2-TZVPD.

Last column: Mulliken charge in e.
Element x y z (Å)
C 4.232960 -1.500554 1.629048  -0.44
C 3.742123 -0.458951 0.462034  -0.63
C 2.216221 -0.712583 -0.094716  0.14
F 1.974602 0.251771 -1.227740  -0.31
Si 0.827564 -0.416976 1.226942  0.31
P -0.632409 -2.082710 0.931402  0.19
O 0.114861 -3.630595 1.340455  -0.41
I -2.509937 -1.700941 2.471368  -0.11
H 3.470566 -1.668658 2.501560  0.20
H 4.597092 -2.557135 1.209423  0.23
H 5.203210 -1.023578 2.133486  0.00
H 4.463633 -0.643139 -0.471045  0.27
H 3.939636 0.676606 0.772103  0.28
H 2.078625 -1.791813 -0.585049  0.23
H 1.337043 -0.591764 2.611466  -0.12
H 0.214113 0.902428 1.164293  -0.12
H 1.113110 -3.598175 1.123869  0.29
C 8.472941 -1.289630 3.180879  -0.27
Cl 7.990281 0.339503 2.693162  -0.15
Cl 7.839244 -2.502589 2.061890  -0.13
H 9.563997 -1.349721 3.190151  0.31
H 8.083854 -1.491300 4.181848  0.25
C 0.898197 2.861524 -2.982493  -0.09
Cl 1.642578 3.815196 -4.271410  -0.18
Cl 0.044439 3.900106 -1.834703  -0.12
H 0.186751 2.159745 -3.424589  0.27
H 1.678351 2.310601 -2.451604  0.11
C 0.795435 -5.519986 4.106727  -0.23
Cl 2.486274 -5.734481 3.637732  -0.14
Cl 0.379321 -6.555465 5.477715  -0.17
H 0.633598 -4.476308 4.387166  0.26
H 0.155689 -5.777699 3.259195  0.27
C 4.427037 -6.795063 7.092270  0.04
Cl 5.595897 -6.970356 8.406782  -0.12
Cl 4.107152 -5.090801 6.748556  -0.18
H 4.828272 -7.269996 6.193633  -0.07
H 3.491957 -7.281473 7.380419  0.31
C -3.476038 5.009307 -0.675276  0.60
Cl -4.299441 4.579198 0.828690  -0.17
Cl -4.456123 4.579767 -2.082368  -0.09
H -3.292521 6.086492 -0.684993  -0.32
H -2.525561 4.472683 -0.726555  -0.02
C -4.906309 3.163116 -5.877908  -0.16
Cl -6.313455 3.769466 -4.996330  -0.16
Cl -4.170242 1.793658 -5.036618  -0.15
H -5.221667 2.841265 -6.873429  0.15
H -4.168941 3.964725 -5.965719  0.31
C 4.194209 -8.822878 3.745048  -0.09
Cl 5.030963 -9.236410 5.246293  -0.13
Cl 4.601242 -9.961483 2.455520  -0.17
H 3.115789 -8.852909 3.918853  0.27
H 4.490520 -7.816922 3.438046  0.11
C -1.963641 8.951241 -1.167156  -0.28
Cl -3.370788 9.557592 -0.285578  -0.18
Cl -1.227574 7.581784 -0.325865  -0.13
H -2.278999 8.629390 -2.162676  0.28
H -1.226274 9.752851 -1.254967  0.31
C -4.208084 -3.875784 -0.374650  0.02
Cl -2.517245 -4.090280 -0.843644  -0.14
Cl -4.624198 -4.911263 0.996339  -0.14
H -4.369921 -2.832107 -0.094211  -0.04
H -4.847829 -4.133497 -1.222181  0.25
C -5.424919 1.203117 -9.878606  -0.28
Cl -4.853493 2.203925 -11.219038  -0.14
Cl -4.494981 1.517617 -8.408476  -0.14
H -6.477123 1.429113 -9.689151  0.24
H -5.316762 0.150072 -10.149527  0.31
C -7.743223 6.027785 -0.475624  0.24
Cl -8.566627 5.597676 1.028343  -0.17
Cl -8.723309 5.598245 -1.882715  -0.16
H -7.559706 7.104970 -0.485340  0.25
H -6.792747 5.491161 -0.526902  -0.18
C -7.215644 -1.125310 -0.688671  -0.22
Cl -6.378891 -1.538842 0.812574  -0.12
Cl -6.808612 -2.263915 -1.978199  -0.15
H -8.294064 -1.155341 -0.514866  0.29
H -6.919333 -0.119353 -0.995673  0.24
C 8.784825 -9.098852 9.646591  0.36
Cl 9.529206 -8.145180 8.357673  -0.16
Cl 7.931067 -8.060271 10.794381  -0.15
H 8.073379 -9.800631 9.204495  -0.33
H 9.564980 -9.649775 10.177480  0.31
C -4.611923 6.067919 -11.997169  0.09
Cl -5.912403 6.728029 -12.996123  -0.15
Cl -4.811778 6.533629 -10.303608  -0.14
H -4.625435 4.977704 -12.070306  -0.04
H -3.655004 6.450205 -12.360712  0.26
C 5.053008 -10.513873 9.752431  0.05
Cl 6.320027 -11.241086 8.757080  -0.19
Cl 5.451956 -10.624781 11.471011  -0.14
H 4.946100 -9.461238 9.479247  -0.07
H 4.112365 -11.039468 9.570934  0.33
C -3.334772 13.378433 0.441060  0.22
Cl -2.763346 14.379241 -0.899372  -0.15
Cl -2.404834 13.692933 1.911189  -0.15
H -4.386976 13.604430 0.630514  0.27
H -3.226615 12.325388 0.170138  -0.15
C 2.661402 4.469437 -7.687540  0.21
Cl 3.366983 3.192094 -8.685264  -0.16
Cl 3.508724 6.002724 -7.924296  -0.16
H 1.611586 4.596937 -7.962729  0.28
H 2.734761 4.181088 -6.636125  -0.15

Cartesian forces, eV/Å:
0.992 0.127 0.438
0.746 -0.344 -1.108
1.080 -0.056 -0.887
0.410 -1.529 1.772
0.934 -0.438 1.019
-0.363 -1.782 -1.252
1.563 2.064 -0.343
0.716 -0.094 0.118
1.282 0.354 -1.805
-1.053 2.376 0.756
-2.149 -1.041 -1.143
-1.581 0.461 1.971
-0.857 -2.555 -0.508
0.599 2.288 0.972
0.362 0.195 -0.128
-0.266 0.196 -0.343
-2.216 0.002 0.625
0.222 -0.092 0.324
0.032 0.043 0.077
0.087 -0.097 0.057
-0.316 0.046 -0.130
-0.007 0.069 -0.327
0.043 -0.537 0.063
-0.001 -0.017 -0.002
-0.017 -0.025 0.068
0.136 0.303 0.084
-0.199 0.254 -0.113
-0.436 0.244 -0.151
0.025 0.115 -0.222
-0.033 0.001 0.013
0.141 -0.310 -0.018
0.237 0.017 0.231
-0.178 0.015 -0.200
0.032 -0.162 0.001
-0.060 0.093 0.047
-0.112 0.570 0.606
0.206 0.202 -0.012
0.305 0.189 -0.056
0.035 0.038 0.079
0.027 0.013 -0.097
-0.213 -0.408 0.039
-0.326 0.051 0.009
-0.022 0.389 -0.140
-0.050 0.103 -0.001
0.098 -0.021 -0.076
-0.055 0.275 0.782
-0.169 -0.199 0.177
-0.289 0.226 -0.203
0.143 -0.636 -0.230
-0.061 0.090 -0.012
0.316 -0.068 -0.013
0.026 -0.338 0.090
0.185 0.160 -0.378
-0.062 0.024 -0.053
0.210 0.117 -0.038
0.006 0.014 0.325
-0.196 -0.229 0.151
-0.181 0.160 -0.242
-0.135 -0.164 -0.181
-0.097 0.041 0.010
0.186 -0.392 -0.020
0.249 -0.036 0.299
-0.293 -0.230 -0.074
-0.069 -0.073 -0.081
0.130 -0.606 -0.605
0.331 0.060 -0.025
0.104 0.322 0.065
0.378 0.146 -0.015
0.093 0.040 0.057
0.089 0.033 -0.083
-0.187 -0.278 0.009
-0.329 0.028 0.015
-0.257 0.363 -0.014
-0.174 0.179 0.122
-0.132 0.093 -0.137
0.323 -0.125 -0.019
0.041 -0.322 0.067
0.106 -0.374 0.005
0.055 -0.063 -0.071
-0.011 -0.036 0.068
0.309 0.477 0.165
-0.150 0.286 -0.092
0.276 -0.206 -0.154
0.062 -0.061 -0.074
0.094 -0.082 0.024
-0.123 0.321 0.091
-0.312 0.016 0.133
-0.425 0.242 0.044
-0.302 -0.242 -0.266
-0.139 -0.015 -0.033
0.206 -0.244 0.096
0.341 0.001 0.068
-0.276 -0.252 -0.001
-0.074 -0.053 -0.079
-0.069 -0.086 0.039
0.330 0.064 -0.029
0.089 0.330 0.073
-0.267 -0.042 0.224
-0.086 -0.064 0.054
-0.076 0.048 0.074
0.330 -0.010 -0.029
0.127 0.067 -0.388

Summary:
Frontier orbital gap (Ha): 0.2921
Total energy (hartree): -17537.88443
LUMO level (eV): -0.47
Highest occupied orbital energy (eV): -8.423